Density functional theory data (ωB97M-V with the def2-TZVPD basis set) for the molecule C5H6N2O at a distorted geometry.

Each line ends with the natural charge from an NBO analysis.
Geometry (Å):
H: 0.23182 2.73058 -0.47330  0.219
H: 3.24655 -0.52547 0.13414  0.322
N: -1.09292 1.06527 0.16987  -0.618
O: -2.35218 -0.86021 -0.25621  -0.675
H: -0.33138 -2.00466 -0.16467  0.225
H: -2.04875 1.76931 0.49520  0.419
N: 2.32579 -1.14063 0.09339  -0.631
C: 0.20047 1.64473 -0.12723  0.016
C: 1.37405 0.98120 -0.01804  -0.312
C: -1.20283 -0.31182 0.28731  0.433
C: -0.05088 -0.98956 -0.14966  -0.295
C: 1.30560 -0.49215 0.04627  0.194
H: -3.06466 -0.86733 0.43983  0.476
H: 2.39527 1.31234 -0.45630  0.227

Properties
Charge: 0
Strongest force on any atom: 7.05 eV/A
Energy above the lowest of the compared OMol25 structures with the same formula, charge and spin: 3.421 eV
SMILES string: [H]/N=c1\cc[nH]c(O)c1
Gap between HOMO and LUMO: 0.3036 Eh
HOMO energy: -8.1 eV

Density functional theory data (ωB97M-V with the def2-TZVPD basis set) for a structure of composition C12H16F9NiO7 at a distorted geometry.

Each line ends with the natural charge from an NBO analysis.
Geometry (Å):
C: -16.08616 -7.21471 9.39119  0.905
O: -9.94739 -9.11986 16.44428  -0.427
C: -8.78779 -13.89559 11.23102  0.695
F: -10.61136 -14.89307 10.09331  -0.294
H: -8.10799 -15.21767 14.65482  0.224
F: -10.37706 -12.75637 9.96774  -0.318
C: -14.97458 -7.97282 10.15410  0.696
C: -7.32362 -14.47936 14.49488  -0.628
H: -9.86305 -7.37886 18.36299  0.238
C: -13.93046 -10.05675 10.51840  -0.085
H: -12.39968 -9.09330 9.30818  0.241
H: -6.76694 -13.08991 12.89244  0.194
H: -11.95485 -8.51804 16.43847  0.179
H: -7.47009 -13.64565 15.18087  0.204
H: -6.77951 -14.72517 12.45969  0.205
H: -11.51538 -6.84175 18.29760  0.242
C: -7.34397 -14.00190 13.05339  -0.092
F: -8.66839 -11.53812 14.58513  -0.292
H: -10.48374 -6.51039 16.92444  0.235
H: -11.76104 -10.01060 10.62441  0.199
O: -11.20119 -10.46846 15.16010  -0.724
H: -13.85656 -9.68072 11.54353  0.180
F: -15.49629 -6.16249 8.78916  -0.305
F: -9.11166 -9.80408 13.44850  -0.302
O: -14.86658 -9.24615 9.82618  -0.470
H: -11.40883 -9.26072 17.91277  0.200
F: -16.99390 -6.77430 10.25762  -0.296
H: -12.38241 -11.22165 12.32707  0.503
F: -11.12670 -13.65933 11.79480  -0.314
O: -12.85966 -11.51755 13.11121  -0.962
O: -14.31478 -7.44302 10.99714  -0.562
F: -16.66421 -7.96516 8.45226  -0.296
C: -12.54190 -10.01980 9.86139  -0.642
H: -12.47205 -10.86213 9.17932  0.232
Ni: -13.19843 -11.09772 14.89151  1.416
C: -10.70908 -7.25388 17.68728  -0.639
H: -14.33433 -11.06359 10.57328  0.205
C: -10.14146 -9.98804 15.48256  0.769
C: -10.27420 -13.81704 10.78894  0.897
C: -11.10368 -8.56616 17.12240  -0.080
O: -8.68029 -13.88546 12.55012  -0.485
F: -7.80887 -9.63892 15.10517  -0.266
C: -8.86216 -10.24723 14.67550  0.907
O: -7.91415 -13.95571 10.43408  -0.519
H: -6.35575 -14.92386 14.71458  0.233

Properties
Charge: +1
Strongest force on any atom: 3.39 eV/A
Energy above the lowest of the compared OMol25 structures with the same formula, charge and spin: 0.000 eV
Gap between HOMO and LUMO (spin up / spin down): 0.2721 / 0.2421 Eh
HOMO energy (spin up / spin down): -13.5 / -13.5 eV
Multiplicity: 3

Density functional theory data (ωB97M-V with the def2-TZVPD basis set) for a structure of composition C35H57CdN2O2P2 at a distorted geometry.

Each line ends with the Mulliken charge.
Geometry (Å):
H: -5.50152 0.65085 0.34452  0.367
H: -5.47812 -1.19695 -0.34888  0.235
H: 1.21738 3.04105 2.11192  0.470
H: -4.95102 0.92515 -1.33838  0.330
Cd: -0.04492 -0.37695 0.45982  6.472
H: -1.74492 -3.07065 0.97482  0.072
H: -0.79152 -4.66085 -3.83178  0.391
C: 2.33218 -2.19065 2.92512  -1.955
C: -3.53982 -1.82755 0.54422  2.126
H: 3.16788 0.20015 -3.06628  0.622
H: -0.03602 4.35205 -2.11018  0.429
H: -3.14252 -1.37425 2.66772  0.193
C: 0.12868 0.86325 3.64462  -0.738
C: 0.82808 4.15325 -5.42088  -0.383
C: 2.76258 -0.54115 -2.35118  -0.974
C: 0.43668 4.72115 -4.19748  -0.700
H: 4.87188 -2.98635 2.50172  0.537
C: 3.40678 -0.31795 -0.96178  1.920
H: 5.43738 -0.65795 -0.14648  0.325
H: -2.39872 -2.69625 -3.69598  0.482
H: 2.24648 0.72335 4.27472  0.283
C: -2.30752 -0.66575 -1.85938  -1.925
H: -1.59202 2.45805 -0.24978  -0.540
H: 4.77078 -0.03405 1.70742  0.193
H: -4.49402 -2.26725 -1.39368  0.306
C: -1.32732 -1.80815 -2.04508  -0.222
H: -1.70202 3.19325 3.30702  0.225
C: -1.53842 -2.77205 -3.02608  -0.652
C: 3.28548 -1.66695 1.83842  2.089
C: 0.44468 -3.92435 -2.23898  -1.105
C: 0.49438 2.52215 -3.15958  -0.267
C: -2.63042 2.37915 -0.60628  -1.242
C: 3.96208 -0.38785 2.36672  -1.653
H: -3.30032 -3.93825 0.92312  0.621
H: -0.23792 2.91875 1.14402  0.019
H: 1.36108 2.32745 -6.46768  0.402
H: 3.81968 -3.71105 1.25812  0.340
H: 2.43298 1.56555 -0.35868  -0.086
H: 1.15838 -4.75205 -2.28868  0.490
H: -5.27132 2.30755 -0.25778  0.513
H: 1.67528 -1.39285 3.30102  0.261
H: 0.95908 4.78965 -6.30198  0.404
C: 0.89088 1.94995 -4.39608  -0.322
H: -3.92162 1.03335 2.32362  0.150
C: -3.98932 -1.60505 2.00292  -1.769
H: -4.73722 -0.79895 2.08182  0.324
P: -2.45452 -0.34085 -0.02578  -0.311
H: -2.51602 -3.41645 -0.59178  0.395
C: 1.05348 2.77005 -5.51488  -0.794
H: 4.07788 1.36885 0.28062  0.309
C: -3.40382 1.30595 0.18852  2.168
N: 0.21438 0.95435 -1.11328  -0.267
H: 5.05918 -2.50845 0.79682  0.266
P: 2.25428 -1.27205 0.27672  0.006
H: 1.70988 -3.02005 2.55112  0.263
H: 4.87168 -1.92705 -1.28158  0.372
H: -5.32482 -2.92755 0.02872  0.511
H: 0.26258 5.79935 -4.12418  0.401
N: -0.27482 -1.86025 -1.17328  1.675
O: -0.76232 -2.05125 2.97582  -0.332
H: 1.56328 2.34405 4.52782  0.338
H: 3.22788 0.42725 2.49202  0.104
C: -0.64402 3.48415 3.17782  -1.232
H: -1.90532 0.26135 -2.30268  0.470
H: 3.84638 1.76545 -1.44108  0.479
H: -3.12472 3.35505 -0.44628  0.683
H: 5.36248 -0.32665 -1.89288  0.471
H: -2.29562 1.71495 2.03792  -0.031
H: -4.46302 -2.53305 2.37302  0.532
H: 1.11218 0.97055 5.58522  0.447
H: 4.40908 -0.59675 3.35682  0.522
H: 1.66778 -0.44885 -2.33328  -0.428
C: -0.63262 -3.86585 -3.09438  -0.852
C: -4.86392 1.27985 -0.29668  -2.023
H: 2.93298 -2.56495 3.77542  0.643
H: -0.65292 4.55785 2.91662  0.439
H: -2.62362 2.18335 -1.69218  0.336
C: -4.77892 -2.04435 -0.35198  -1.675
H: 2.62118 -3.58665 -0.67648  0.380
H: -3.26672 -0.88445 -2.35468  0.787
C: 1.33118 1.26595 4.53442  -1.493
C: 0.26718 3.91825 -3.06708  -0.406
H: -3.75072 2.72595 1.79252  0.626
C: 4.85018 -0.84625 -1.05968  -1.911
C: 3.43648 1.18095 -0.59468  -1.450
C: 0.18148 2.64955 2.10612  -0.539
C: 1.85968 -2.81695 -0.50948  -1.575
O: 0.21768 1.21305 2.22542  -1.025
H: 1.06988 0.87255 -4.45648  0.435
C: -3.33742 1.70635 1.67922  -1.563
C: -2.70792 -3.13095 0.45362  -1.570
C: -0.44042 -1.48025 2.00202  -1.452
C: 0.69418 -2.87335 -1.28298  -0.181
H: 0.07248 -0.18575 3.85802  0.545
C: 4.32148 -2.77795 1.56472  -1.757
H: 2.99328 -1.55155 -2.72518  0.316
C: 0.33058 1.68545 -2.02718  1.112
H: -0.22912 3.43245 4.20332  0.344
H: -0.83072 1.19265 4.08512  0.437

Properties
Charge: +1
Strongest force on any atom: 11.42 eV/A
Energy above the lowest of the compared OMol25 structures with the same formula, charge and spin: 0.000 eV
Gap between HOMO and LUMO: 0.2168 Eh
HOMO energy: -8.7 eV

Density functional theory data (ωB97M-V with the def2-TZVPD basis set) for a structure of composition C7H28BrN14O7Y at a distorted geometry.

Each line ends with the natural charge from an NBO analysis.
Geometry (Å):
N: 0.89946 -8.18256 -14.23670  -0.806
H: -4.23400 -10.97678 -8.68481  0.397
C: 0.81717 -8.94491 -13.15059  0.816
C: 0.11442 -13.32639 -13.17777  0.809
H: -1.57978 -14.34100 -13.75514  0.446
N: -0.59647 -14.40116 -13.51226  -0.816
O: -0.16854 -9.65573 -12.89209  -0.721
H: 0.09453 -8.12527 -14.83879  0.411
H: -3.48417 -8.31741 -9.46740  0.412
Br: -3.58860 -13.13003 -13.55248  -0.682
H: -3.81253 -13.75682 -10.16795  0.434
H: -2.47321 -7.59094 -8.24938  0.409
H: -5.79922 -10.92590 -8.47789  0.408
C: -5.11954 -10.99842 -10.53369  0.808
O: -1.82364 -10.44418 -14.90194  -0.710
H: 1.80814 -12.64256 -12.60496  0.407
H: -4.32890 -8.79492 -16.15236  0.405
H: 1.85457 -14.41081 -12.64575  0.417
H: 0.32482 -11.03434 -17.17332  0.401
H: -0.11751 -12.54112 -8.92500  0.405
N: 1.83402 -8.79183 -12.27809  -0.813
O: -4.07751 -10.82344 -11.15828  -0.703
H: 0.39494 -9.16423 -9.27466  0.397
H: -0.99598 -13.56889 -8.03862  0.405
H: -2.11466 -8.67710 -16.65696  0.398
O: -0.33746 -12.15780 -13.22327  -0.756
H: 2.61229 -8.16525 -12.37972  0.411
H: 1.67690 -7.60359 -14.49943  0.412
H: -0.29486 -15.33209 -13.27766  0.397
H: -1.00018 -9.32356 -17.75418  0.410
N: -5.10133 -11.17398 -9.16562  -0.845
N: 1.36689 -13.54001 -12.73330  -0.824
H: -5.99610 -8.62199 -15.97424  0.398
H: -6.21451 -11.40051 -12.11494  0.441
N: -6.30203 -9.33136 -13.67130  -0.820
H: -0.11478 -12.13567 -15.93842  0.428
N: -2.59124 -8.23855 -9.00430  -0.812
O: -1.83313 -9.54766 -10.63382  -0.710
H: -6.30094 -9.27579 -12.66612  0.410
C: -5.09168 -9.26459 -14.27185  0.820
N: -0.28345 -11.26354 -16.40913  -0.812
H: 1.83247 -9.32360 -11.42623  0.401
C: -1.22405 -10.38447 -15.97955  0.818
N: -3.00786 -13.73397 -9.56455  -0.809
N: -6.29584 -11.27128 -11.11629  -0.823
O: -1.79884 -12.31411 -10.87113  -0.716
N: -0.40152 -8.60523 -9.01331  -0.821
N: -5.13116 -8.94707 -15.57531  -0.792
Y: -2.20329 -10.76995 -12.63141  1.957
N: -0.95927 -13.09337 -8.92520  -0.819
H: -7.12787 -11.30751 -10.55649  0.417
C: -1.59378 -8.88428 -9.61789  0.818
C: -1.94968 -12.94564 -9.81159  0.809
H: -7.14207 -9.03280 -14.13549  0.407
N: -1.47283 -9.41815 -16.87270  -0.819
H: -2.81792 -14.49699 -8.94034  0.400
H: -0.28161 -8.07850 -8.16986  0.414
O: -4.03979 -9.64184 -13.73802  -0.720

Properties
Charge: +2
Strongest force on any atom: 2.52 eV/A
Energy above the lowest of the compared OMol25 structures with the same formula, charge and spin: 1.695 eV
Gap between HOMO and LUMO: 0.3118 Eh
HOMO energy: -12.9 eV

Density functional theory data (ωB97M-V with the def2-TZVPD basis set) for a structure of composition C30H52F4O9Zn at a distorted geometry.

Each line ends with the Mulliken charge.
Geometry (Å):
H: -1.02732 4.50628 3.23448  0.410
C: -0.03973 3.38276 -0.91664  -1.222
O: 6.63000 1.31686 2.57323  -0.607
H: 2.71653 3.24573 0.55937  0.340
H: -1.13152 -2.90055 -1.69101  -0.055
C: 0.42155 -0.01369 3.72775  0.860
C: 3.13076 -2.88494 -1.60152  0.508
H: -4.55494 0.11816 -5.75264  0.318
C: -3.04470 1.75977 3.06563  -0.402
F: 3.68213 -2.85204 -2.85365  -0.295
H: -0.79973 2.80830 -1.44626  0.012
H: -3.33300 0.17416 -0.97372  0.010
H: 1.80331 0.90627 4.96665  0.357
H: 0.34576 1.92328 4.71599  0.398
H: 2.65422 3.26352 -1.18127  0.397
H: -4.20127 3.23651 5.90128  0.401
H: 5.21361 -1.41038 2.38158  0.380
H: -4.59310 1.26736 4.30721  0.398
F: 2.48600 -4.04907 -1.42951  -0.261
H: -3.17246 2.47190 -3.98769  0.623
C: -3.47610 3.02938 5.12823  -0.779
C: -3.31283 1.59832 -3.35110  -0.587
H: 7.41026 0.00492 -0.17705  0.273
C: 2.40157 2.66385 -0.30683  -1.210
F: -2.14695 4.97324 5.55276  -0.333
H: 0.93200 -5.35423 3.14406  0.382
H: -1.24926 1.87540 -6.06740  0.365
C: -4.51684 0.73876 -3.70086  0.650
C: 5.02546 -0.44583 1.91005  -0.572
H: -4.35060 -0.46680 1.27934  0.266
H: 1.44951 1.90377 3.53902  0.195
H: -2.49211 0.88814 -3.25030  -0.151
O: 0.47838 1.48172 -3.51571  -0.187
H: -3.43663 -2.08041 1.06425  0.056
C: -2.90251 -0.65100 -0.40635  -0.219
H: -0.78316 -0.48876 5.63551  0.396
H: 1.79975 -3.84469 2.70561  0.234
H: 0.09209 -1.73651 4.84205  0.259
H: -0.08400 -4.11851 -2.28024  0.304
F: 4.13468 -3.03755 -0.77693  -0.243
H: 8.40410 0.03665 1.22363  0.352
C: 0.92046 2.41690 -0.17756  0.872
H: 7.22648 -1.38261 0.77136  0.340
H: -1.37973 -5.75085 1.64198  0.343
C: -2.03276 2.70533 2.71685  -0.412
C: -0.46541 -3.12684 -2.52359  -0.974
H: 1.16661 -2.25069 -3.66171  0.422
H: -1.18142 -3.47201 -3.26943  0.456
H: -3.51277 2.07830 -2.39311  0.295
H: 4.14067 0.02288 2.34082  0.115
C: -0.48024 1.18183 -5.72727  -1.263
H: -2.16417 -4.09923 1.34530  0.166
H: 1.19543 3.50787 -5.77818  0.378
O: -1.58650 -0.38836 0.05090  -0.482
C: -0.28427 -3.89575 1.96628  0.647
H: -0.01587 0.94339 -6.68415  0.392
O: 0.58145 1.34508 0.28041  -0.082
C: -1.82490 3.83284 3.51149  -0.439
H: -1.44814 2.71440 1.80881  0.368
C: 7.43799 -0.31734 0.86385  -1.092
C: 2.37952 -1.52038 -1.28889  0.372
H: 2.93474 -0.74450 -1.81598  0.135
C: -4.34521 -0.30743 -4.77130  -1.048
O: 0.94012 -1.44470 -1.63647  -0.331
H: 2.22242 3.08523 -4.34852  0.241
C: -3.93781 -1.22414 0.61290  -1.230
H: 2.98497 1.74327 -0.32401  0.106
H: 4.79169 -0.72311 0.88216  0.020
C: -0.50228 -0.84449 4.64423  -1.014
H: -2.82459 -1.44402 -1.15010  0.091
C: 1.02777 1.20479 4.26129  -1.255
H: -1.43427 -1.14272 4.16407  0.216
H: -1.99069 -4.77046 2.98182  0.350
H: -4.78471 -1.59928 0.03835  0.442
Zn: 0.38368 -0.66424 0.50634  2.914
H: -3.36310 -0.77981 -4.75098  0.154
H: 2.32143 2.21323 -5.79675  0.375
H: -1.15714 0.36988 -5.46151  0.184
C: 0.46652 1.73542 -4.73342  0.924
H: -0.14677 -1.15166 -3.28689  -0.347
O: 2.37802 -0.96993 0.01533  -1.010
C: -3.77431 1.96885 4.24493  -0.266
O: 0.73907 -0.43598 2.63212  -0.586
C: 6.40436 0.25554 1.87929  0.773
C: 0.83231 -4.28780 2.94183  -1.153
H: -0.44310 3.91858 -0.05740  0.488
C: 0.46521 -1.95704 -2.88075  0.178
O: -0.14750 -2.89268 1.26396  -0.732
C: -2.47894 3.92510 4.75823  0.597
H: -5.05376 -1.13432 -4.81920  0.378
C: 1.59281 2.70742 -5.15410  -1.346
H: 0.61846 -3.75887 3.87059  0.218
H: 0.49132 4.12027 -1.51845  0.423
O: -5.59944 1.07371 -3.22372  -0.601
H: -3.29788 0.90163 2.46075  0.329
C: -1.54875 -4.73055 1.98623  -1.062

Properties
Charge: 0
Strongest force on any atom: 5.22 eV/A
Gap between HOMO and LUMO: 0.2878 Eh
HOMO energy: -7.4 eV

For reference, DFT total energy by record: -10306.1822; -92527.5967; -67428.7613; -113994.9452; -109665.2011 eV.